An isolated molecule of C6H8O2 in a non-equilibrium geometry, computed with ωB97M-V/def2-TZVPD.

Properties
Gap between HOMO and LUMO = 10.4 eV
Calculated total energy = -383.81567 hartree
Energy relative to the best compared isomer or geometry (same formula, charge and spin) = 248.0 kJ/mol
SMILES = CC1(C=O)CC(=O)C1
HOMO energy = -0.3593 hartree
Net charge = 0

Last column: natural (NBO) charge in e.
Cartesian coordinates (Å):
C  0.48  1.97  -0.32  -0.60
C  0.53  0.41  0.01  -0.18
C  1.76  -0.19  0.19  0.43
O  1.92  -1.38  -0.05  -0.53
C  -0.42  0.08  1.15  -0.51
C  -1.42  -0.41  0.14  0.60
O  -2.67  -0.39  -0.04  -0.53
C  -0.35  -0.54  -1.02  -0.48
H  1.17  2.22  -1.18  0.22
H  0.72  2.59  0.56  0.22
H  -0.56  2.14  -0.59  0.22
H  2.62  0.46  0.61  0.12
H  0.06  -0.75  1.77  0.26
H  -0.86  0.87  1.89  0.25
H  -0.78  0.18  -1.86  0.23
H  0.06  -1.49  -1.27  0.27

---

C12H16N3O4PPb as an isolated structure in a non-equilibrium geometry, computed with ωB97M-V/def2-TZVPD.

Properties
Gap between HOMO and LUMO = 5.0 eV
Calculated total energy = -1465.05710 hartree
Energy relative to the best compared isomer or geometry (same formula, charge and spin) = 613.9 kJ/mol
HOMO energy = -0.5367 hartree
Net charge = +2

Last column: Löwdin charge in e.
Cartesian coordinates (Å):
Pb  0.00  0.17  -1.66  1.01
O  0.14  3.20  -1.33  0.27
C  0.09  2.06  -1.47  -0.25
C  -0.09  -1.73  -1.63  -0.25
O  -0.15  -2.88  -1.58  0.28
C  1.90  0.08  -1.66  -0.22
O  3.05  0.02  -1.64  0.30
C  -1.90  0.26  -1.70  -0.22
O  -3.05  0.32  -1.71  0.29
C  0.03  0.86  -6.75  -0.07
H  -0.86  1.46  -6.90  0.04
H  0.98  1.37  -6.88  0.04
C  -0.03  -0.52  -6.81  -0.07
H  0.86  -1.11  -6.98  0.04
H  -0.98  -1.02  -7.00  0.04
C  1.24  -0.41  3.66  -0.15
N  1.17  0.77  2.79  -0.13
C  -0.12  1.49  2.99  -0.13
N  -1.29  0.60  2.79  -0.13
C  -1.18  -0.58  3.66  -0.15
N  0.09  -1.29  3.43  -0.13
C  0.13  -1.87  2.08  -0.28
P  0.03  -0.61  0.76  0.91
C  1.40  0.42  1.37  -0.30
C  -1.47  0.22  1.37  -0.30
H  1.24  -0.08  4.73  0.15
H  2.19  -0.96  3.51  0.15
H  -0.18  2.38  2.33  0.14
H  -0.14  1.89  4.03  0.15
H  -2.05  -1.26  3.51  0.15
H  -1.23  -0.26  4.73  0.15
H  1.06  -2.45  1.95  0.12
H  -0.71  -2.58  1.95  0.12
H  1.44  1.37  0.80  0.09
H  2.38  -0.09  1.23  0.12
H  -2.36  -0.42  1.22  0.13
H  -1.62  1.16  0.80  0.09

---

C33H26CdF10N8O4S as an isolated structure in a non-equilibrium geometry, computed with ωB97M-V/def2-TZVPD.

Properties
Gap between HOMO and LUMO = 6.5 eV
Calculated total energy = -3576.77340 hartree
Energy relative to the best compared isomer or geometry (same formula, charge and spin) = 69.5 kJ/mol
HOMO energy = -0.0861 hartree
Net charge = -2

Last column: Löwdin charge in e.
Cartesian coordinates (Å):
Cd  0.56  -0.05  0.00  1.44
C  0.18  -3.52  -0.21  -0.17
N  -0.47  -2.68  0.80  -0.05
C  -1.90  -2.70  0.67  -0.17
C  -2.54  -1.67  -0.18  -0.38
N  -1.99  -0.90  -0.99  0.17
C  -3.05  -0.11  -1.51  -0.21
C  -2.95  1.00  -2.31  -0.02
C  -4.13  1.69  -2.53  -0.09
C  -5.38  1.29  -1.98  -0.10
C  -5.46  0.23  -1.07  -0.04
C  -4.27  -0.46  -0.89  -0.21
N  -3.91  -1.50  -0.11  0.16
C  1.55  -2.99  -0.48  -0.48
N  1.59  -1.64  -0.96  -0.02
C  2.81  -1.57  -1.63  -0.27
C  3.50  -0.46  -2.12  -0.06
C  4.69  -0.67  -2.78  -0.14
C  5.27  -1.95  -2.84  -0.14
C  4.56  -3.05  -2.37  -0.04
C  3.32  -2.85  -1.75  -0.17
N  2.37  -3.79  -1.24  0.16
H  -0.43  -3.50  -1.15  0.13
H  0.26  -4.59  0.01  0.12
H  -0.23  -3.03  1.77  0.11
H  -2.48  -2.69  1.62  0.13
H  -2.18  -3.66  0.09  0.14
H  -2.05  1.34  -2.83  0.09
H  -4.09  2.55  -3.22  0.10
H  -6.27  1.93  -2.24  0.11
H  -6.39  0.00  -0.65  0.09
H  -4.53  -1.99  0.50  0.15
H  3.05  0.53  -2.12  0.09
H  5.30  0.18  -3.10  0.09
H  6.25  -2.09  -3.24  0.07
H  5.07  -4.01  -2.43  0.10
H  2.67  -4.59  -0.75  0.08
C  3.40  0.05  1.55  -0.07
N  1.97  0.43  1.84  -0.30
C  1.56  -0.28  3.04  -0.20
C  0.02  -0.27  3.15  -0.24
N  -0.66  0.22  1.97  -0.07
C  -1.96  0.56  2.11  -0.22
C  -2.93  0.03  2.96  -0.18
F  -2.60  -1.08  3.69  0.05
C  -4.20  0.49  3.07  -0.14
F  -5.11  -0.13  3.91  0.05
C  -4.67  1.46  2.18  -0.15
F  -5.87  2.11  2.44  0.03
C  -3.80  2.06  1.29  -0.15
F  -4.29  3.06  0.50  0.09
C  -2.51  1.54  1.18  -0.13
F  -1.64  2.16  0.33  0.05
C  1.85  1.88  2.03  -0.21
C  2.09  2.71  0.74  -0.23
N  1.39  2.17  -0.43  -0.05
C  1.11  2.99  -1.44  -0.24
C  0.24  2.61  -2.46  -0.17
F  -0.14  1.31  -2.57  0.01
C  -0.41  3.49  -3.31  -0.17
F  -1.30  3.07  -4.23  0.09
C  -0.11  4.83  -3.27  -0.17
F  -0.84  5.74  -3.94  0.06
C  0.94  5.29  -2.41  -0.14
F  1.16  6.62  -2.27  0.08
C  1.59  4.35  -1.65  -0.15
F  2.65  4.74  -0.92  0.05
H  4.08  0.47  2.36  0.10
H  3.73  0.47  0.59  0.07
H  3.48  -1.07  1.54  0.09
H  2.03  0.17  3.95  0.13
H  1.96  -1.29  3.01  0.10
H  -0.23  0.33  4.04  0.11
H  -0.24  -1.29  3.35  0.09
H  2.57  2.19  2.78  0.10
H  0.85  2.09  2.41  0.10
H  3.20  2.78  0.58  0.11
H  1.67  3.77  0.90  0.13
O  3.56  -4.03  2.71  -0.35
S  2.32  -4.20  1.99  0.36
O  1.14  -4.25  2.81  -0.36
O  2.20  -2.92  1.05  -0.30
O  2.41  -5.40  1.06  -0.41